Below is C31H28FIN5O5Zn as an isolated structure, with properties calculated with ωB97M-V/def2-TZVPD.

XYZ file:
```
72
Properties=species:S:1:pos:R:3
Zn -3.5140 -0.0452 0.4844
F 2.1910 -1.7464 -2.3327
C 1.9691 -1.5481 -1.0173
C 0.6889 -1.4665 -0.5845
C 0.4093 -1.1750 0.7441
C -0.9836 -1.0542 1.1567
O -1.8671 -1.2877 0.2976
C -1.2041 -0.6783 2.5249
C -0.1250 -0.5271 3.3367
N 1.1717 -0.6514 2.9519
C 2.2393 -0.4867 3.9230
C 3.1693 0.6816 3.7927
C 2.1537 0.6433 4.8925
C 1.4615 -0.9751 1.6282
C 2.7777 -1.1247 1.1789
C 3.0557 -1.4084 -0.1477
N 4.4110 -1.5753 -0.5651
C 5.3293 -0.4783 -0.2882
C 6.7423 -0.9944 -0.1689
N 7.0982 -1.6948 -1.4629
C 6.1314 -2.8334 -1.7250
C 4.7333 -2.2640 -1.8114
C -2.5534 -0.4153 3.1966
O -2.5576 -0.3527 4.4202
O -3.5712 -0.2673 2.4093
H -0.1303 -1.5975 -1.2766
H -0.3072 -0.2831 4.3761
H 2.6452 -1.4225 4.2771
H 2.9931 1.3734 2.9746
H 4.2149 0.5317 4.0416
H 1.3091 1.3185 4.8106
H 2.4823 0.4603 5.9061
H 3.5955 -1.0396 1.8894
H 5.0667 0.0134 0.6403
H 5.2893 0.2860 -1.0847
H 6.8145 -1.7291 0.6233
H 7.4509 -0.1938 0.0082
H 8.0532 -2.0261 -1.4439
H 7.0225 -1.0293 -2.2229
H 6.2156 -3.5233 -0.8951
H 6.4156 -3.3312 -2.6459
H 4.0553 -3.0903 -1.9717
H 4.6588 -1.6042 -2.6883
N -7.4261 -1.2267 -0.1237
C -6.1033 -1.4583 -0.0274
N -5.4038 -0.3573 -0.1490
C -6.3426 0.6916 -0.3213
C -6.1550 2.0665 -0.4691
C -7.2903 2.8378 -0.6167
C -8.5806 2.2733 -0.6097
C -8.7697 0.9165 -0.4510
C -7.6183 0.1470 -0.3108
H -8.1424 -1.9186 -0.0517
H -5.6841 -2.4466 0.1340
H -5.1643 2.5222 -0.4654
H -7.1815 3.9101 -0.7378
H -9.4442 2.9196 -0.7251
H -9.7622 0.4749 -0.4266
I 2.4532 1.5471 -5.0715
C 0.8261 1.8274 -3.7863
C 0.6458 3.0647 -3.1871
C -0.4379 3.2478 -2.3335
C -1.3142 2.2040 -2.0560
C -1.1172 0.9710 -2.6662
C -0.0526 0.7762 -3.5462
C -2.4476 2.4631 -1.0828
O -3.0249 3.5356 -1.1549
O -2.6773 1.5524 -0.1731
H 1.3283 3.8830 -3.3923
H -0.6101 4.2140 -1.8679
H -1.7980 0.1552 -2.4559
H 0.0934 -0.1813 -4.0274
```

The value obtained for the lowest unoccupied orbital energy is -3.23 eV. The total charge is +1. The HOMO energy comes out at -10.23 eV. The HOMO-LUMO gap is 7.00 eV.


Below is C31H28N5O2S2Ti as an isolated structure, with properties calculated with ωB97M-V/def2-TZVPD.

XYZ file:
```
69
Properties=species:S:1:pos:R:3
Ti -2.4638 -0.2494 -0.9122
O -1.9122 2.1166 -4.5419
C -2.3515 3.2363 -3.9309
C -2.1632 4.4169 -4.6446
C -2.5670 5.6176 -4.1111
C -3.1663 5.6852 -2.8465
C -3.3514 4.5331 -2.1333
C -2.9497 3.2833 -2.6544
C -3.1637 2.0993 -1.8532
O -2.7966 0.8733 -2.3401
N -3.7145 2.1798 -0.6649
N -3.8149 0.9009 -0.1501
C -4.8519 0.4409 0.4100
C -4.9260 -1.0377 0.3738
C -5.9983 -1.7583 0.8241
C -6.0344 -3.1320 0.5869
C -4.9953 -3.7317 -0.0917
C -3.9449 -2.9391 -0.5243
N -3.9093 -1.6187 -0.3147
H -2.1499 1.3384 -4.0172
H -1.7040 4.3547 -5.6225
H -2.4233 6.5247 -4.6850
H -3.4835 6.6363 -2.4418
H -3.8147 4.5577 -1.1564
H -5.6615 1.0838 0.7396
H -6.8023 -1.2551 1.3458
H -6.8752 -3.7212 0.9288
H -4.9898 -4.7942 -0.2907
H -3.1067 -3.3684 -1.0550
S -1.2665 -1.3946 0.9396
C 0.1349 -0.5124 1.3410
N 0.7980 -0.7179 2.4319
C 1.9653 0.1244 2.7661
C 2.7507 0.3858 1.5234
N 1.8574 0.9906 0.5163
C 2.5123 1.9708 -0.3933
C 3.6792 1.3181 -1.0825
C 4.9776 1.7161 -0.7963
C 6.0496 1.1126 -1.4439
C 5.8206 0.1066 -2.3711
C 4.5198 -0.2954 -2.6586
C 3.4515 0.3103 -2.0173
C 0.6256 0.5849 0.3926
S -0.4372 1.1942 -0.7541
C 0.4998 -1.7909 3.4219
C 1.6161 -2.8025 3.4243
C 1.8689 -3.5574 2.2800
C 2.9038 -4.4791 2.2713
C 3.6882 -4.6528 3.4077
C 3.4370 -3.9045 4.5481
C 2.4039 -2.9737 4.5545
H 2.5713 -0.4196 3.4861
H 1.6071 1.0464 3.2259
H 3.1865 -0.5295 1.1200
H 3.5599 1.0844 1.7210
H 2.8419 2.8066 0.2241
H 1.7740 2.3355 -1.0974
H 5.1583 2.5120 -0.0806
H 7.0601 1.4340 -1.2275
H 6.6548 -0.3587 -2.8805
H 4.3414 -1.0697 -3.3939
H 2.4351 0.0127 -2.2587
H -0.4549 -2.2337 3.1682
H 0.4128 -1.3068 4.3945
H 1.2468 -3.4352 1.3979
H 3.0951 -5.0704 1.3848
H 4.4923 -5.3777 3.4036
H 4.0427 -4.0428 5.4344
H 2.2044 -2.3941 5.4500
```

The value obtained for the lowest unoccupied orbital energy (spin up / spin down) is -7.03 / -7.06 eV. The total charge is +2. The HOMO energy (spin up / spin down) comes out at -12.97 / -12.97 eV. The HOMO-LUMO gap (spin up / spin down) is 5.94 / 5.91 eV. The expectation value of S² is 0.76. As for the spin multiplicity: 2.


Below is C31H28N7O3S9V as an isolated structure, with properties calculated with ωB97M-V/def2-TZVPD.

XYZ file:
```
79
Properties=species:S:1:pos:R:3
V 0.3781 -0.3978 -0.8009
C 4.6399 1.5966 3.3700
C 3.5172 0.6329 3.4122
N 3.2516 -0.1971 4.3717
N 2.1294 -0.8508 3.9395
C 1.7134 -0.4691 2.7263
S 0.4214 -1.0986 1.8582
N 2.5993 0.5062 2.3967
N 2.5763 1.3301 1.2689
H 5.1429 1.5963 4.3331
H 4.2680 2.5937 3.1377
H 5.3516 1.3199 2.5918
H 1.7039 -1.5693 4.4980
H 1.5967 1.4943 1.0375
H 2.9595 0.7908 0.4906
S 1.8375 1.5106 -1.9444
C 1.0673 0.6765 -3.2459
C 1.2505 0.9375 -4.6093
C 0.5783 0.1661 -5.5285
C -0.2758 -0.8556 -5.1024
C -0.4201 -1.0594 -3.7537
N 0.2409 -0.3121 -2.8561
H 1.9211 1.7304 -4.9073
H 0.7141 0.3498 -6.5870
H -0.8109 -1.4761 -5.8057
H -1.0656 -1.8268 -3.3500
N -0.5179 1.1886 0.0859
S -0.7194 2.6400 -0.5939
C -2.2905 3.2765 -0.0142
C -2.5115 4.6411 -0.1795
C -3.7289 5.1786 0.1957
C -4.7177 4.3579 0.7285
C -4.4863 3.0012 0.8753
C -3.2684 2.4445 0.4970
C 0.3687 3.7291 0.3169
C 1.2475 4.5171 -0.4055
C 2.1320 5.3396 0.2828
C 2.1300 5.3513 1.6686
C 1.2483 4.5430 2.3813
C 0.3606 3.7251 1.7053
H -1.1057 1.0349 0.9019
H -1.7364 5.2792 -0.5860
H -3.9059 6.2390 0.0745
H -5.6683 4.7813 1.0248
H -5.2530 2.3555 1.2825
H -3.1178 1.3789 0.5938
H 1.2603 4.4616 -1.4869
H 2.8300 5.9571 -0.2664
H 2.8237 5.9880 2.2018
H 1.2549 4.5536 3.4632
H -0.3267 3.0851 2.2466
O -0.0988 -3.9959 -0.2515
C -1.0557 -3.3022 -0.4903
N -1.0549 -1.9173 -0.5729
S -2.5781 -1.3229 -0.5940
O -2.7315 -0.4113 -1.7028
O -2.9633 -0.8158 0.7024
C -3.3799 -2.8646 -0.8667
C -4.7144 -3.1372 -1.0939
C -5.0659 -4.4742 -1.2272
C -4.1100 -5.4837 -1.1186
C -2.7766 -5.1856 -0.8728
C -2.4270 -3.8531 -0.7514
H -5.4491 -2.3473 -1.1715
H -6.0979 -4.7377 -1.4180
H -4.4167 -6.5156 -1.2284
H -2.0191 -5.9533 -0.7844
C 2.6099 -4.1161 2.8586
S 3.7065 -3.2507 1.7083
C 3.0454 -3.7990 0.1802
C 2.6518 -3.0043 -0.8288
S 2.6394 -1.2566 -0.9409
S 2.2024 -3.8308 -2.3004
C 2.3483 -5.4541 -1.7346
S 1.9512 -6.7797 -2.6172
S 2.9811 -5.5210 -0.1297
H 2.9441 -3.8437 3.8597
H 2.6915 -5.1953 2.7493
H 1.5793 -3.7974 2.7025
```

Its energy relative to the best compared isomer or geometry (same formula, charge and spin) is 35.7 kJ/mol. The value obtained for the lowest unoccupied orbital energy (spin up / spin down) is -0.40 / 0.08 eV. The total charge is 0. The HOMO energy (spin up / spin down) comes out at -7.10 / -7.08 eV. The HOMO-LUMO gap (spin up / spin down) is 6.70 / 7.17 eV. The expectation value of S² is 2.02. As for the spin multiplicity: 3.